DFT (wB97M-V/def2-TZVPD) results for C29H42CeF3N8SSi as an isolated structure at a distorted geometry.

Cartesian coordinates (Å):
Ce: -0.473308 -0.439025 0.243619
C: -4.061208 2.199275 2.457719
C: -3.412108 3.032175 3.360419
C: -2.035008 3.047375 3.379319
C: -1.302108 2.284775 2.453019
N: -1.950308 1.497375 1.573719
C: -3.277908 1.438275 1.614719
C: 0.169392 2.233075 2.467519
C: 0.882892 3.177975 3.218919
C: 2.244092 3.057175 3.405019
C: 2.901792 1.973175 2.846819
C: 2.204392 1.081275 2.048119
C: 0.820792 1.166375 1.779719
H: -5.136708 2.136075 2.420819
H: -3.977908 3.638975 4.052219
H: -1.526108 3.636675 4.122219
H: -3.730808 0.715875 0.942519
H: 0.382992 4.034175 3.650519
H: 2.784492 3.789775 3.989719
H: 3.962592 1.841475 3.015219
H: 2.772992 0.260575 1.613719
N: -2.448508 0.955475 -1.600481
C: -2.572208 0.906175 -3.062781
C: -3.000808 -0.475825 -3.545581
C: -1.983208 -1.585925 -3.277381
N: -1.906408 -1.908125 -1.849781
H: -3.339608 0.649075 -1.209081
H: -2.329408 1.924675 -1.310081
H: -1.605908 1.166775 -3.502681
H: -3.306808 1.635675 -3.434381
H: -3.180508 -0.421025 -4.620381
H: -3.950408 -0.733625 -3.067781
H: -0.983408 -1.279725 -3.603281
H: -2.281508 -2.461925 -3.877381
H: -1.260208 -2.694525 -1.742381
H: -2.823608 -2.235425 -1.538481
F: 2.723492 -5.120525 -1.385481
C: 3.559992 -4.418425 -0.604181
F: 4.473492 -5.307025 -0.162081
F: 4.232692 -3.589925 -1.421881
C: 2.878692 -3.719725 0.532719
C: 3.222992 -4.029425 1.832319
C: 2.593592 -3.374525 2.885519
C: 1.637292 -2.426025 2.577419
N: 1.290092 -2.113025 1.338219
C: 1.886892 -2.736725 0.297919
S: 1.386892 -2.251125 -1.250381
H: 3.979192 -4.772325 2.032219
H: 2.843092 -3.599825 3.907819
H: 1.115592 -1.869425 3.350119
C: -4.185908 -2.592625 1.277519
Si: -2.313608 -2.197325 1.731019
C: -1.690208 -4.022425 2.036819
C: -2.573708 -1.604125 3.572219
H: -4.681308 -3.101725 2.101119
H: -4.266908 -3.241225 0.407719
H: -4.760208 -1.691725 1.069219
H: -2.395408 -4.607025 2.624019
H: -0.742208 -4.024625 2.570319
H: -1.527908 -4.554725 1.101919
H: -3.113708 -2.335825 4.168919
H: -3.138308 -0.675925 3.613419
H: -1.621608 -1.417725 4.064319
C: 0.774992 2.593375 -1.836481
N: 1.277792 1.208975 -1.794381
C: 1.391892 0.734075 -3.188181
N: 2.236092 1.590775 -4.006681
C: 1.705692 2.946875 -3.984481
N: 1.624092 3.472475 -2.625981
C: 2.966092 3.453975 -2.048881
N: 3.528692 2.111975 -2.048181
C: 2.659792 1.257575 -1.257081
C: 3.569792 1.604775 -3.413981
H: 0.720992 2.985075 -0.813681
H: -0.228908 2.596175 -2.276481
H: 0.396592 0.692075 -3.642581
H: 1.824192 -0.270125 -3.179081
H: 0.705592 2.949475 -4.430781
H: 2.358392 3.596475 -4.574981
H: 2.902092 3.810875 -1.016181
H: 3.609292 4.118875 -2.631481
H: 2.636892 1.645575 -0.233081
H: 3.069492 0.242775 -1.258881
H: 3.951692 0.580075 -3.402081
H: 4.235392 2.228275 -4.018881

Cartesian forces, eV/Å:
0.536 0.499 -0.901
0.036 0.068 0.005
-0.012 -0.180 -0.188
0.100 -0.061 -0.218
-0.507 0.106 0.167
0.442 -0.148 0.055
-0.246 -0.025 -0.124
0.661 -0.360 -0.275
-0.204 0.018 -0.126
0.047 -0.011 0.011
0.094 0.050 -0.040
-0.323 -0.271 -0.191
0.039 0.460 0.716
-0.086 -0.081 -0.001
-0.020 0.024 0.073
0.098 0.049 0.035
-0.090 0.050 0.008
-0.057 0.014 0.066
-0.005 0.020 0.011
0.063 -0.035 -0.003
-0.013 0.012 -0.013
0.070 0.240 0.324
-0.157 -0.100 -0.281
0.509 0.089 0.140
-0.292 0.028 -0.220
0.063 -0.446 0.167
0.202 0.086 0.060
-0.108 -0.107 0.062
-0.077 -0.005 0.015
0.141 -0.020 0.078
-0.063 0.002 0.001
-0.110 -0.078 -0.048
-0.106 -0.017 -0.066
0.196 0.158 0.116
-0.185 0.115 0.121
0.281 0.045 0.083
-0.248 0.023 0.107
0.250 -0.277 -0.491
0.073 -0.066 0.268
-0.016 0.255 0.109
-0.168 0.186 0.149
-0.141 0.153 0.086
-0.067 0.050 -0.138
0.032 0.016 0.475
0.046 -0.054 -0.343
0.244 -0.249 0.514
-0.425 0.319 -0.937
0.056 -0.071 -0.029
-0.001 0.012 0.134
0.067 -0.079 0.067
0.684 0.341 -0.074
-1.354 -1.342 1.213
0.028 0.619 -0.234
0.252 0.024 -0.589
0.024 -0.100 0.197
0.008 -0.114 -0.215
-0.142 0.195 -0.069
-0.215 0.032 0.115
0.189 -0.002 0.081
0.051 -0.090 -0.199
-0.084 -0.235 -0.007
-0.106 0.239 -0.009
0.204 0.057 0.136
-0.091 0.097 0.140
-0.102 -0.007 0.059
-0.129 -0.214 -0.101
0.026 -0.118 -0.357
-0.081 0.075 -0.090
-0.196 0.325 -0.028
0.036 0.128 0.047
0.356 -0.004 0.108
0.121 -0.089 0.284
0.103 -0.049 -0.018
-0.029 -0.113 -0.053
0.060 -0.031 0.049
0.077 -0.006 0.093
-0.118 0.036 0.050
0.059 0.011 0.014
-0.069 -0.048 0.005
0.097 0.034 -0.091
-0.014 -0.006 0.072
-0.095 -0.140 -0.249
-0.148 0.031 0.084
0.054 0.090 -0.001
-0.075 -0.031 0.044

Summary:
- Total charge: 0
- <S²>: 0.751
- LUMO (spin up / spin down): 0.04 / 0.04 eV
- Spin multiplicity: 2
- ΔE to the lowest compared entry with this formula, charge and spin: 37.4 kJ/mol

Here are the Mulliken charges for atoms 1 to 4, given in e: number 1, Ce, carries 0.484; number 2, C, carries -1.017; number 3, C, carries -0.497; number 4, C, carries -1.279